Entry from OMol25: a cluster of 10 separate species, C32H90N10O10 in total in a non-equilibrium geometry (wB97M-V/def2-TZVPD).

Positions of all 142 atoms, in Å:
1 C -3.034 -1.599 5.300
2 O -2.387 -0.858 4.263
3 C -2.665 -1.392 2.991
4 C -2.156 -0.578 1.855
5 C -2.776 0.784 1.735
6 N -2.370 -1.445 0.660
7 H -2.534 -1.377 6.224
8 H -2.962 -2.723 5.121
9 H -4.140 -1.356 5.416
10 H -2.395 -2.456 2.809
11 H -3.789 -1.402 2.850
12 H -1.071 -0.325 1.979
13 H -2.562 1.401 2.622
14 H -3.827 0.813 1.434
15 H -2.227 1.411 1.000
16 H -1.535 -2.044 0.588
17 H -2.463 -0.834 -0.154
18 C 5.545 3.475 4.682
19 O 5.140 2.207 4.215
20 C 4.735 2.217 2.895
21 C 5.970 2.335 2.008
22 C 5.580 2.229 0.553
23 N 6.797 1.119 2.262
24 H 5.599 3.368 5.764
25 H 4.708 4.140 4.460
26 H 6.469 3.858 4.200
27 H 4.264 1.259 2.721
28 H 4.051 3.029 2.592
29 H 6.441 3.346 2.201
30 H 4.798 2.967 0.320
31 H 5.140 1.289 0.321
32 H 6.451 2.501 -0.041
33 H 7.320 1.079 3.127
34 H 7.430 0.911 1.499
35 C 0.030 -2.271 -6.492
36 O 0.542 -2.082 -5.186
37 C -0.407 -2.201 -4.116
38 C 0.310 -2.455 -2.766
39 C 0.717 -3.929 -2.619
40 N -0.538 -2.016 -1.703
41 H -0.527 -1.412 -6.820
42 H -0.622 -3.188 -6.610
43 H 0.820 -2.450 -7.189
44 H -1.044 -1.338 -3.894
45 H -1.071 -3.029 -4.320
46 H 1.178 -1.723 -2.789
47 H 1.315 -4.108 -1.791
48 H 1.212 -4.362 -3.513
49 H -0.225 -4.471 -2.421
50 H -0.598 -1.010 -1.738
51 H -1.485 -2.315 -1.885
52 C 1.046 -3.712 1.405
53 O 0.048 -3.903 2.330
54 C 0.126 -4.835 3.419
55 C -1.291 -5.056 3.944
56 C -1.252 -6.089 5.109
57 N -2.287 -5.510 2.905
58 H 0.572 -3.148 0.484
59 H 1.532 -4.676 1.182
60 H 1.804 -3.070 1.817
61 H 0.466 -5.799 3.078
62 H 0.851 -4.510 4.263
63 H -1.603 -4.023 4.294
64 H -2.252 -6.289 5.424
65 H -0.545 -5.749 5.930
66 H -0.825 -7.038 4.798
67 H -1.994 -6.396 2.587
68 H -2.268 -4.844 2.148
69 C -3.115 1.349 -1.883
70 O -3.080 -0.064 -1.935
71 C -3.961 -0.508 -2.909
72 C -3.975 -2.098 -2.819
73 C -4.965 -2.690 -3.920
74 N -4.390 -2.655 -1.520
75 H -2.580 1.704 -1.005
76 H -4.157 1.693 -1.770
77 H -2.942 1.813 -2.845
78 H -5.010 -0.232 -2.742
79 H -3.672 -0.184 -3.925
80 H -2.998 -2.528 -3.075
81 H -5.931 -2.315 -3.677
82 H -4.930 -3.745 -4.018
83 H -4.662 -2.255 -4.908
84 H -5.306 -2.279 -1.283
85 H -3.800 -2.482 -0.704
86 C -0.275 1.424 -4.416
87 O -1.490 1.389 -5.170
88 C -1.212 1.768 -6.546
89 C -2.440 1.743 -7.360
90 C -2.841 0.279 -7.513
91 N -2.204 2.422 -8.722
92 H 0.513 0.929 -4.978
93 H -0.609 1.058 -3.433
94 H 0.047 2.471 -4.286
95 H -0.767 2.767 -6.544
96 H -0.341 1.229 -6.949
97 H -3.330 2.308 -6.990
98 H -2.701 -0.248 -6.557
99 H -2.465 -0.359 -8.307
100 H -3.946 0.175 -7.711
101 H -2.198 3.416 -8.669
102 H -2.857 2.042 -9.369
103 N 3.158 -0.402 4.763
104 C 2.432 -0.866 3.681
105 N 1.163 -1.271 3.849
106 O 2.898 -0.772 2.524
107 H 4.172 -0.266 4.666
108 H 2.889 -0.256 5.702
109 H 0.799 -1.144 4.780
110 H 0.552 -1.524 3.115
111 N 1.948 1.818 0.935
112 C 1.049 1.122 0.174
113 N 1.256 -0.204 0.201
114 O 0.213 1.625 -0.574
115 H 1.738 2.821 0.784
116 H 1.964 1.513 1.939
117 H 1.911 -0.635 0.809
118 H 0.392 -0.747 0.043
119 C 1.671 6.447 -0.564
120 C 1.222 5.138 -1.076
121 C 2.199 4.397 -2.001
122 O 0.860 4.275 0.026
123 H 1.019 6.864 0.226
124 H 1.794 7.176 -1.342
125 H 2.658 6.363 -0.113
126 H 0.263 5.275 -1.669
127 H 2.625 5.096 -2.738
128 H 1.728 3.522 -2.449
129 H 2.986 3.967 -1.345
130 H 0.309 3.552 -0.270
131 C 0.573 3.885 4.019
132 C 0.959 2.598 4.749
133 C -0.205 1.652 5.020
134 O 1.861 1.901 3.988
135 H 0.007 4.524 4.698
136 H 0.034 3.759 3.096
137 H 1.526 4.366 3.777
138 H 1.427 2.859 5.687
139 H -1.027 2.122 5.609
140 H 0.133 0.698 5.469
141 H -0.546 1.288 4.055
142 H 2.700 1.788 4.478

SMILES string   COC[C@H](C)N.COC[C@H](C)N.COC[C@H](C)N.COC[C@H](C)N.COC[C@H](C)N.COC[C@H](C)N.NC(N)=O.NC(N)=O.CC(C)O.CC(C)O
Net charge   0
HOMO level   -0.3217 Ha
Energy relative to the best compared isomer or geometry (same formula, charge and spin)   1.8 kcal/mol
E_LUMO   0.0176 Eh

Entry from OMol25: a cluster of 9 separate species, C32H90N8O9 in total in a non-equilibrium geometry (wB97M-V/def2-TZVPD).

Positions of all 139 atoms, in Å:
1 C -4.654 -7.110 -8.814
2 O -4.752 -6.423 -7.596
3 C -3.878 -6.912 -6.605
4 C -4.013 -6.161 -5.262
5 C -3.607 -4.744 -5.469
6 N -2.880 -6.654 -4.428
7 H -4.677 -8.186 -8.639
8 H -3.655 -6.934 -9.213
9 H -5.374 -6.805 -9.573
10 H -4.166 -7.941 -6.389
11 H -2.850 -6.852 -6.961
12 H -4.909 -6.324 -4.662
13 H -3.419 -4.134 -4.585
14 H -4.490 -4.260 -5.886
15 H -2.748 -4.687 -6.137
16 H -3.113 -6.362 -3.490
17 H -2.875 -7.663 -4.382
18 C 1.419 -6.915 -10.068
19 O 1.210 -8.168 -10.745
20 C 2.362 -8.768 -11.396
21 C 2.950 -7.944 -12.525
22 C 2.008 -7.820 -13.796
23 N 4.187 -8.443 -13.029
24 H 2.343 -6.848 -9.494
25 H 0.569 -6.771 -9.400
26 H 1.410 -6.049 -10.729
27 H 3.065 -8.959 -10.585
28 H 2.011 -9.754 -11.701
29 H 3.160 -6.947 -12.137
30 H 1.044 -7.363 -13.570
31 H 1.914 -8.827 -14.203
32 H 2.480 -7.114 -14.478
33 H 4.638 -7.667 -13.493
34 H 4.758 -8.665 -12.226
35 C -5.952 -10.396 -11.182
36 O -5.104 -9.187 -11.277
37 C -4.173 -9.249 -12.316
38 C -3.617 -7.911 -12.665
39 C -2.626 -7.963 -13.842
40 N -2.836 -7.250 -11.610
41 H -5.392 -11.331 -11.186
42 H -6.512 -10.466 -12.114
43 H -6.658 -10.471 -10.355
44 H -3.462 -9.982 -11.937
45 H -4.519 -9.743 -13.225
46 H -4.420 -7.243 -12.975
47 H -1.591 -8.284 -13.728
48 H -2.471 -6.973 -14.271
49 H -3.090 -8.458 -14.695
50 H -2.106 -7.927 -11.439
51 H -3.349 -7.314 -10.742
52 C -0.834 -6.680 -16.753
53 O -0.179 -6.767 -18.057
54 C 0.528 -7.920 -18.459
55 C 1.142 -7.697 -19.835
56 C 1.372 -9.068 -20.529
57 N 2.465 -7.045 -19.685
58 H -1.736 -7.277 -16.887
59 H -1.268 -5.721 -16.471
60 H -0.307 -7.109 -15.901
61 H 1.283 -8.354 -17.804
62 H -0.304 -8.621 -18.524
63 H 0.399 -7.223 -20.477
64 H 1.672 -9.894 -19.884
65 H 2.005 -8.892 -21.398
66 H 0.409 -9.362 -20.946
67 H 2.631 -6.799 -20.651
68 H 2.357 -6.190 -19.157
69 C -0.041 -11.030 -16.508
70 O -0.966 -11.235 -15.487
71 C -2.147 -11.939 -15.892
72 C -3.159 -11.996 -14.740
73 C -2.552 -12.632 -13.455
74 N -4.299 -12.724 -15.056
75 H 0.406 -11.889 -17.008
76 H 0.813 -10.554 -16.027
77 H -0.397 -10.384 -17.310
78 H -2.658 -11.510 -16.754
79 H -1.828 -12.942 -16.174
80 H -3.455 -10.983 -14.469
81 H -2.306 -13.676 -13.653
82 H -3.277 -12.483 -12.654
83 H -1.638 -12.129 -13.139
84 H -4.125 -13.703 -14.883
85 H -4.844 -12.428 -14.258
86 C -8.207 -8.930 -7.923
87 O -9.027 -9.931 -7.277
88 C -10.403 -9.379 -7.047
89 C -11.204 -10.472 -6.327
90 C -11.324 -11.707 -7.231
91 N -12.500 -10.012 -5.848
92 H -8.695 -8.431 -8.760
93 H -7.379 -9.519 -8.318
94 H -7.724 -8.277 -7.196
95 H -10.401 -8.537 -6.355
96 H -10.882 -9.148 -7.998
97 H -10.548 -10.908 -5.573
98 H -11.830 -12.528 -6.722
99 H -10.321 -11.994 -7.546
100 H -11.886 -11.504 -8.142
101 H -12.856 -10.627 -5.131
102 H -12.463 -9.117 -5.383
103 C -5.039 -13.928 -10.317
104 O -6.376 -13.543 -10.621
105 C -7.233 -14.316 -9.758
106 C -8.691 -14.054 -10.204
107 C -9.129 -12.560 -10.307
108 N -9.599 -14.763 -9.298
109 H -4.738 -14.093 -9.283
110 H -4.356 -13.189 -10.736
111 H -4.758 -14.785 -10.929
112 H -6.889 -15.345 -9.861
113 H -7.040 -14.155 -8.697
114 H -8.743 -14.563 -11.167
115 H -10.207 -12.411 -10.366
116 H -8.795 -12.047 -11.208
117 H -8.682 -11.983 -9.497
118 H -10.429 -14.945 -9.843
119 H -9.915 -14.089 -8.616
120 C -2.545 -7.223 -20.375
121 O -3.514 -7.219 -19.361
122 C -4.546 -8.233 -19.533
123 C -5.565 -8.211 -18.455
124 C -5.068 -8.587 -17.033
125 N -6.634 -9.148 -18.817
126 H -1.852 -6.434 -20.083
127 H -2.987 -6.889 -21.314
128 H -2.003 -8.124 -20.661
129 H -5.101 -7.939 -20.424
130 H -4.213 -9.270 -19.587
131 H -6.019 -7.221 -18.417
132 H -4.522 -9.521 -17.159
133 H -5.879 -8.718 -16.317
134 H -4.499 -7.718 -16.700
135 H -7.390 -8.964 -18.173
136 H -7.008 -8.946 -19.733
137 O -3.374 -4.546 -12.727
138 H -3.263 -5.449 -12.430
139 H -2.946 -4.017 -12.054

SMILES string   COC[C@H](C)N.COC[C@H](C)N.COC[C@H](C)N.COC[C@H](C)N.COC[C@H](C)N.COC[C@H](C)N.COC[C@H](C)N.COC[C@H](C)N.O
Net charge   0
HOMO level   -0.3413 Ha
Energy relative to the best compared isomer or geometry (same formula, charge and spin)   70.3 kcal/mol
E_LUMO   0.0207 Eh